# C17H30Br14FINO2

7 unconnected molecules or ions with the total composition C17H30Br14FINO2 at a distorted geometry (the ωB97M-V functional and the def2-TZVPD basis, the Open Molecules 2025 dataset).

Positions of all 66 atoms, in Å:
O: 2.431 -4.004 1.649
C: 1.830 -2.881 1.528
F: 1.636 -2.118 2.713
N: 1.454 -2.445 0.168
C: 0.010 -2.131 0.042
O: -0.297 -1.231 -0.830
C: -1.178 -2.827 0.835
I: -1.804 -1.604 2.560
H: 1.983 -1.583 -0.097
H: -0.752 -3.788 1.336
Br: 2.392 1.281 3.528
C: 1.786 2.286 1.973
C: 1.520 1.374 0.801
Br: 3.185 0.809 -0.047
H: 2.544 3.043 1.768
H: 0.866 2.778 2.293
H: 0.969 1.901 0.020
H: 0.977 0.468 1.072
Br: -4.749 0.159 3.234
C: -5.230 1.249 1.690
C: -5.537 0.392 0.487
Br: -3.904 -0.285 -0.335
H: -4.409 1.946 1.525
H: -6.116 1.806 2.001
H: -6.023 0.982 -0.293
H: -6.157 -0.474 0.720
Br: 4.293 -4.383 2.557
C: 5.432 -3.147 1.576
C: 6.894 -3.374 1.871
Br: 7.388 -2.641 3.610
H: 5.091 -2.141 1.828
H: 5.215 -3.347 0.521
H: 7.519 -2.843 1.152
H: 7.173 -4.428 1.880
Br: 5.240 -2.385 -1.454
C: 6.140 -0.657 -1.522
C: 7.495 -0.766 -2.176
Br: 8.810 -1.543 -0.964
H: 6.182 -0.279 -0.499
H: 5.479 -0.019 -2.113
H: 7.886 0.224 -2.419
H: 7.492 -1.381 -3.076
Br: -9.816 0.782 -2.182
C: -8.545 -0.619 -2.652
C: -8.836 -1.896 -1.905
Br: -8.232 -1.786 -0.055
H: -7.548 -0.223 -2.457
H: -8.669 -0.766 -3.727
H: -8.279 -2.730 -2.336
H: -9.896 -2.149 -1.879
Br: -1.662 5.530 1.698
C: -3.335 5.946 2.608
C: -4.281 4.770 2.580
Br: -5.124 4.581 0.832
H: -3.742 6.838 2.132
H: -3.049 6.185 3.633
H: -5.106 4.924 3.278
H: -3.795 3.820 2.803
Br: 4.405 1.470 -4.075
C: 2.462 1.335 -3.984
C: 2.002 -0.090 -4.169
Br: 2.083 -0.621 -6.043
H: 2.060 2.019 -4.731
H: 2.199 1.696 -2.988
H: 0.953 -0.196 -3.889
H: 2.597 -0.812 -3.608

Computed properties:
- E_tot: -37304.6593 a.u.
- Spin multiplicity: 1
- Kohn-Sham gap: 5.29 eV
- Largest force on an atom: 10.5 eV Å⁻¹
- Net charge: -1

***

# C17H30CaF18O15P3

A molecular structure, C17H30CaF18O15P3 at a distorted geometry (the ωB97M-V functional and the def2-TZVPD basis, the Open Molecules 2025 dataset).

Positions of all 84 atoms, in Å:
Ca: 0.929 -0.982 -3.606
P: -2.118 -2.249 -3.252
F: -0.814 -2.205 -2.265
F: -3.016 -3.131 -2.281
F: -2.739 -0.817 -2.699
F: -3.220 -2.351 -4.451
F: -1.181 -1.341 -4.191
F: -1.457 -3.539 -3.925
P: 0.307 0.416 -0.510
F: 1.423 1.574 -0.793
F: 1.309 -0.689 -1.260
F: 0.811 0.080 1.022
F: -0.863 -0.677 -0.249
F: -0.671 1.597 0.023
F: -0.274 0.522 -2.001
P: 4.028 -0.354 -3.959
F: 3.349 0.677 -2.924
F: 4.898 0.851 -4.635
F: 5.219 -0.754 -2.913
F: 4.652 -1.432 -5.039
F: 3.184 -1.559 -3.331
F: 2.759 -0.078 -4.924
C: -3.790 -2.365 0.804
C: -4.915 -1.431 0.131
C: -5.590 -1.993 -1.104
O: -6.944 -1.721 -0.921
C: -7.140 -1.298 0.345
O: -8.236 -1.220 0.795
O: -5.961 -1.312 0.992
H: -2.987 -2.552 0.091
H: -4.167 -3.359 1.046
H: -3.367 -1.908 1.699
H: -4.450 -0.451 0.023
H: -5.228 -3.020 -1.151
H: -5.251 -1.348 -1.915
C: 0.087 -2.990 2.089
C: 1.066 -2.946 3.276
C: 1.933 -1.675 3.583
O: 1.524 -1.130 4.756
C: 0.592 -1.815 5.259
O: -0.018 -1.637 6.307
O: 0.309 -2.958 4.475
H: 0.841 -2.958 1.302
H: -0.556 -2.130 2.272
H: -0.671 -3.768 1.987
H: 1.742 -3.799 3.219
H: 1.819 -0.966 2.764
H: 2.991 -1.935 3.548
C: -1.376 2.213 6.998
O: -1.214 3.318 6.061
C: -0.906 3.224 4.762
O: -0.064 3.938 4.229
O: -1.610 2.215 4.248
C: -1.022 1.504 3.178
H: -2.444 2.113 7.187
H: -0.831 2.378 7.928
H: -0.989 1.259 6.639
H: -0.412 0.706 3.603
H: -0.450 2.026 2.411
H: -1.833 1.032 2.624
C: 7.360 -2.351 -1.058
O: 6.133 -1.938 -0.434
C: 6.052 -1.945 0.875
O: 6.821 -2.423 1.689
O: 4.923 -1.348 1.217
C: 4.108 -0.490 0.368
H: 7.399 -3.409 -1.318
H: 8.233 -2.069 -0.470
H: 7.455 -1.870 -2.031
H: 3.524 -1.088 -0.332
H: 4.776 0.113 -0.248
H: 3.480 0.235 0.886
C: -1.707 3.495 -2.361
O: -2.209 4.461 -3.339
C: -1.335 5.223 -3.971
O: -0.089 5.212 -3.786
O: -2.015 5.943 -4.866
C: -1.403 7.171 -5.304
H: -2.453 2.727 -2.156
H: -1.405 4.003 -1.445
H: -0.989 2.796 -2.790
H: -0.508 7.557 -4.816
H: -2.053 8.046 -5.337
H: -1.094 7.152 -6.350

Computed properties:
- E_tot: -5294.5082 a.u.
- Spin multiplicity: 1
- Kohn-Sham gap: 9.66 eV
- Largest force on an atom: 6.5 eV Å⁻¹
- Energy above the lowest of the compared OMol25 structures with the same formula, charge and spin: 87.1 kcal per mole
- Net charge: -1

***

# C17H30KO15

A molecular structure, C17H30KO15 at a distorted geometry (the ωB97M-V functional and the def2-TZVPD basis, the Open Molecules 2025 dataset).

Positions of all 63 atoms, in Å:
K: -2.102 -1.028 -1.397
C: -1.223 -3.414 -5.374
C: -0.630 -2.126 -4.922
C: -0.540 -1.177 -6.086
O: -1.235 -0.049 -5.498
C: -1.799 -0.308 -4.321
O: -2.463 0.451 -3.681
O: -1.450 -1.498 -3.917
H: -2.089 -3.122 -5.969
H: -1.575 -3.917 -4.499
H: -0.549 -4.060 -6.011
H: 0.337 -2.137 -4.504
H: -1.059 -1.450 -7.023
H: 0.541 -1.064 -6.194
C: 2.010 -6.590 0.048
C: 1.920 -5.444 -0.982
C: 1.598 -5.926 -2.415
O: 0.692 -4.887 -2.777
C: 0.165 -4.324 -1.717
O: -0.863 -3.599 -1.725
O: 0.874 -4.610 -0.682
H: 2.045 -6.223 1.092
H: 2.846 -7.238 -0.122
H: 1.099 -7.235 -0.121
H: 2.812 -4.812 -0.916
H: 1.244 -6.948 -2.602
H: 2.535 -5.717 -2.993
C: -5.662 1.020 -3.762
O: -6.467 0.380 -2.744
C: -5.863 0.224 -1.545
O: -4.476 0.544 -1.336
O: -6.659 -0.280 -0.588
C: -6.047 -0.554 0.680
H: -5.084 1.883 -3.398
H: -6.379 1.349 -4.465
H: -4.938 0.321 -4.228
H: -6.691 -1.248 1.112
H: -5.968 0.383 1.258
H: -5.046 -0.930 0.481
C: 0.369 -1.855 1.822
O: -0.760 -1.259 1.238
C: -1.450 -0.314 1.816
O: -1.036 0.162 3.054
O: -2.470 0.216 1.134
C: -3.060 1.375 1.625
H: 1.230 -1.247 1.496
H: 0.547 -2.930 1.594
H: 0.372 -1.972 2.915
H: -3.720 1.771 0.815
H: -2.290 2.133 1.858
H: -3.792 1.196 2.416
C: -6.228 -3.767 -0.847
O: -5.245 -4.682 -0.501
C: -4.075 -4.315 -0.151
O: -3.627 -3.004 -0.377
O: -3.346 -5.264 0.379
C: -2.036 -5.004 0.897
H: -5.922 -3.185 -1.717
H: -6.452 -3.152 0.051
H: -7.216 -4.189 -1.088
H: -1.357 -5.828 0.651
H: -2.049 -4.875 1.961
H: -1.538 -4.140 0.510

Computed properties:
- E_tot: -2394.0578 a.u.
- Spin multiplicity: 1
- Kohn-Sham gap: 10.15 eV
- Largest force on an atom: 9.8 eV Å⁻¹
- Energy above the lowest of the compared OMol25 structures with the same formula, charge and spin: 16.8 kcal per mole
- Net charge: +1

***

# C17H30N2

A single C17H30N2 molecule at a distorted geometry (the ωB97M-V functional and the def2-TZVPD basis, the Open Molecules 2025 dataset).

Positions of all 49 atoms, in Å:
C: 0.487 2.948 -1.965
N: 1.468 3.035 -1.009
C: 2.698 3.705 -1.421
C: 3.745 3.523 -0.468
C: 3.500 2.185 -0.209
C: 2.118 1.901 -0.403
C: 1.224 1.751 0.940
C: 1.479 0.319 1.653
N: 0.925 -0.609 0.540
C: -0.681 -0.706 0.654
C: -1.270 -1.741 1.709
C: -2.864 -1.350 1.642
C: -3.495 -1.823 0.191
C: -2.764 -3.540 0.000
C: -1.390 -3.509 -0.020
C: -0.943 -2.980 1.517
C: -0.800 -2.476 -0.892
C: -1.159 -1.218 -0.898
C: -2.779 -0.878 -0.779
H: 0.082 3.905 -2.437
H: 0.741 2.322 -2.952
H: -0.195 2.301 -1.579
H: 2.644 4.951 -1.596
H: 2.945 3.408 -2.516
H: 4.760 3.735 -0.998
H: 3.516 4.253 0.365
H: 3.768 1.987 0.823
H: 4.163 1.420 -0.970
H: 1.822 1.141 -0.987
H: 1.508 2.509 1.776
H: 0.241 2.269 1.000
H: 2.414 0.061 1.674
H: 0.952 0.387 2.631
H: 1.093 -1.536 0.459
H: -1.193 0.483 0.911
H: -0.829 -1.352 2.686
H: -3.188 -2.097 2.319
H: -3.101 -0.428 1.875
H: -4.491 -1.726 0.148
H: -3.467 -4.051 0.824
H: -3.487 -3.616 -1.076
H: -1.114 -4.644 -0.020
H: 0.129 -3.057 1.481
H: -1.443 -3.645 2.221
H: 0.274 -2.736 -0.937
H: -1.247 -2.804 -1.883
H: -0.699 -0.655 -1.683
H: -3.147 -1.273 -1.852
H: -2.953 -0.047 -0.490

Computed properties:
- SMILES string: CN1CCC[C@H]1CCN[C@H]1[C@@H]2C[C@H]3C[C@@H](C2)C[C@@H]1C3
- E_tot: -774.7681 a.u.
- Spin multiplicity: 1
- Kohn-Sham gap: 8.59 eV
- Largest force on an atom: 16.1 eV Å⁻¹
- Energy above the lowest of the compared OMol25 structures with the same formula, charge and spin: 332.0 kcal per mole